# 1
{
  "formula": "C46H49AlBIN7O2",
  "method": "ωB97M-V with the def2-TZVPD basis set",
  "symbols": ["I", "Al", "O", "O", "N", "N", "N", "N", "N", "N", "N", "C", "C", "C", "C", "C", "C", "C", "C", "C", "C", "C", "C", "C", "C", "C", "C", "C", "C", "C", "C", "C", "C", "C", "C", "C", "C", "C", "C", "C", "C", "C", "C", "C", "C", "C", "C", "C", "C", "C", "C", "C", "C", "C", "C", "C", "C", "B", "H", "H", "H", "H", "H", "H", "H", "H", "H", "H", "H", "H", "H", "H", "H", "H", "H", "H", "H", "H", "H", "H", "H", "H", "H", "H", "H", "H", "H", "H", "H", "H", "H", "H", "H", "H", "H", "H", "H", "H", "H", "H", "H", "H", "H", "H", "H", "H", "H"],
  "xyz": [[2.7879, 0.2958, -5.3687], [1.5338, 1.3983, -3.3153], [0.2165, -0.7052, -1.4088], [2.5135, -0.1288, -0.8920], [-5.6268, -1.0451, 0.6101], [2.7687, -1.3800, 8.5349], [6.7073, 1.7862, -1.3483], [-6.2176, -0.6502, -4.7527], [2.6715, -4.1839, -4.8043], [4.0621, 0.4791, 3.8214], [-5.0232, 0.6342, 5.1931], [4.1569, 1.6912, 4.3895], [7.9507, 1.2983, -1.3627], [2.2282, 3.5600, -1.4083], [3.0641, -1.0917, 7.2627], [-1.5143, 2.0342, -1.7206], [-5.3709, -1.6034, -5.1497], [-0.0534, -1.6084, -2.4936], [8.5790, 0.7527, -0.2539], [1.2117, 0.3822, 7.0379], [-5.6733, -1.5786, 2.9528], [1.6093, 3.8270, -0.3908], [-7.0922, -2.8637, -6.2018], [2.7702, 2.9112, -2.6834], [6.0512, 1.7357, -0.1855], [-7.9899, -1.8877, -5.7987], [-3.7088, -2.0279, 1.6723], [2.3249, -0.2220, 6.4759], [7.8793, 0.7127, 0.9421], [-3.2488, 2.1706, 4.6793], [-3.2435, 2.6278, 5.9869], [3.0088, 2.7539, 2.5969], [-4.3748, -1.5121, 0.5702], [2.8979, 1.5151, 1.9892], [-1.4553, 1.9264, -3.1541], [2.7718, -5.4136, -5.3182], [0.8839, 0.0976, 8.3545], [6.5891, 1.2140, 0.9819], [-4.3756, -2.0590, 2.8860], [-4.1547, 1.1789, 4.3352], [-5.7539, -2.7224, -5.8736], [4.3130, -4.7209, -6.9927], [1.6919, -0.7838, 9.0552], [3.5734, -5.7343, -6.4021], [-6.2506, -1.0872, 1.7927], [-3.9872, 1.5319, -1.7012], [-4.1362, 2.0796, 6.8945], [4.2245, -3.4377, -6.4796], [3.6497, 2.8491, 3.8234], [-3.9643, 1.4165, -3.1457], [-0.2108, 2.1480, -4.0351], [-4.9985, 1.0900, 6.4494], [-7.5027, -0.8062, -5.0816], [3.4364, 0.4157, 2.6383], [3.3953, -3.2214, -5.3886], [-2.7167, 1.6133, -3.8303], [-2.7532, 1.8230, -0.9973], [1.3745, 0.0433, -1.7295], [-2.8240, 1.8653, 0.1068], [0.6061, 1.0674, 6.4559], [-6.2241, -1.5845, 3.8829], [2.5995, 3.6359, 2.1201], [-0.5966, 2.2738, -1.1487], [-2.5668, 2.5736, 3.9423], [3.6172, -6.7500, -6.7744], [1.4774, -1.0351, 10.0890], [-5.7127, 0.6287, 7.1237], [-8.1658, -0.0149, -4.7471], [-4.1628, 2.4115, 7.9242], [-2.7226, 1.5541, -4.9431], [-4.1988, 0.7912, 3.3226], [2.8912, 3.6806, -3.4813], [4.7856, -2.6205, -6.9139], [0.8790, 3.9986, 0.4098], [5.0422, 2.1379, -0.2038], [2.4046, 1.4022, 1.0322], [-1.0523, -2.0748, -2.3381], [3.3717, -0.5750, 2.2015], [-3.8919, -1.4625, -0.4002], [8.4589, 1.3546, -2.3199], [6.0112, 1.2014, 1.8970], [3.7540, 3.8008, 4.3285], [-0.4290, 1.6913, -5.0360], [-9.0432, -1.9632, -6.0355], [9.5889, 0.3699, -0.3250], [-2.6944, -2.3937, 1.5808], [3.2980, -2.2299, -4.9517], [-3.8889, -2.4522, 3.7710], [-4.3346, -1.4493, -4.8657], [3.1845, 0.5269, -1.1510], [0.7450, -2.4009, -2.4998], [-0.0472, 3.2479, -4.2173], [2.6127, -0.0239, 5.4533], [-7.4324, -3.7246, -6.7656], [3.7778, 2.4544, -2.5046], [-5.0230, -3.4625, -6.1712], [-4.9495, 1.3848, -1.1741], [-0.0222, -1.1320, -3.5067], [-7.2654, -0.7026, 1.7951], [8.3348, 0.2953, 1.8326], [-4.8950, 1.2114, -3.7186], [0.0212, 0.5494, 8.8273], [4.9512, -4.9303, -7.8437], [-2.5518, 3.4030, 6.2955], [2.1722, -6.1722, -4.8248], [3.9413, -1.5914, 6.8657], [4.6691, 1.7154, 5.3462]],
  "mulliken_charge": [-0.39, -0.47, -0.32, -0.73, -0.52, -0.58, -0.43, -0.20, -0.36, -0.51, -0.23, -0.37, -0.35, -0.30, -0.34, 0.47, -0.11, -0.55, -0.33, -0.44, -0.25, -0.09, -0.12, -0.57, -0.27, -0.57, -0.45, -0.22, -0.44, -0.70, -0.22, -0.20, -0.30, 0.15, 0.40, -0.28, -0.35, -0.10, -0.26, 0.10, -0.68, -0.22, -0.26, -0.37, -0.19, -0.62, -0.49, -0.51, -0.60, -0.29, -0.63, -0.26, -0.20, -0.66, 0.26, -0.68, -0.57, 0.91, 0.43, 0.49, 0.30, 0.38, -0.06, 0.43, 0.35, 0.34, 0.35, 0.36, 0.37, 0.23, 0.23, 0.43, 0.35, 0.40, 0.51, 0.42, 0.16, 0.52, 0.51, 0.35, 0.29, 0.46, 0.28, 0.35, 0.36, 0.43, -0.01, 0.35, 0.41, 0.10, 0.24, 0.40, 0.61, 0.35, 0.06, 0.36, 0.35, 0.12, 0.37, 0.39, 0.40, 0.36, 0.35, 0.41, 0.34, 0.40, 0.43],
  "max_force_ev_per_a": 1.96,
  "homo_energy_ev": -5.0,
  "charge": -1,
  "homo_lumo_gap_ha": 0.2563,
  "lumo_ev": 1.933
}



# 2
{
  "formula": "C46H49ClKN11O6S",
  "method": "ωB97M-V with the def2-TZVPD basis set",
  "symbols": ["K", "Cl", "S", "O", "O", "O", "O", "O", "O", "N", "N", "N", "N", "N", "N", "N", "N", "N", "N", "N", "C", "C", "C", "C", "C", "C", "C", "C", "C", "C", "C", "C", "C", "C", "C", "C", "C", "C", "C", "C", "C", "C", "C", "C", "C", "C", "C", "C", "C", "C", "C", "C", "C", "C", "C", "C", "C", "C", "C", "C", "C", "C", "C", "C", "C", "C", "H", "H", "H", "H", "H", "H", "H", "H", "H", "H", "H", "H", "H", "H", "H", "H", "H", "H", "H", "H", "H", "H", "H", "H", "H", "H", "H", "H", "H", "H", "H", "H", "H", "H", "H", "H", "H", "H", "H", "H", "H", "H", "H", "H", "H", "H", "H", "H", "H"],
  "xyz": [[-0.3836, -1.6951, 0.4258], [-1.0373, 6.5915, 3.2787], [-2.5072, 1.1094, 1.9880], [-2.1080, 2.0754, 2.9929], [1.8154, -2.1372, 0.9804], [2.1177, 0.3473, 1.2039], [2.6449, 1.9976, -1.8656], [-2.5716, 1.5844, 0.6270], [3.0735, -2.6989, 2.7711], [-2.7370, -2.5987, -2.9873], [-0.6885, -2.0073, 3.0672], [-2.4545, -3.8368, 0.3920], [-0.8097, 0.3262, -1.5538], [-0.9134, 1.9563, -3.1010], [-1.6342, -0.2257, 1.9883], [0.9863, -2.3834, -2.0791], [-1.1340, -4.2393, -2.0167], [-8.0224, -0.7637, 3.2948], [-2.1036, -0.5357, 4.2930], [-0.0227, 2.2778, -2.1276], [-1.5067, -6.5957, -1.8556], [0.4644, 4.5314, 2.3497], [1.9492, 6.1702, 0.6725], [-6.1119, -0.6671, 1.7929], [-1.6528, -5.3645, -1.2578], [3.0981, 4.3869, -1.6918], [-1.3449, 0.7737, -2.7146], [2.5835, -1.9072, 1.9580], [-4.7591, 0.9597, 3.5883], [0.2015, -5.7469, -3.2979], [-6.7173, -0.3172, 2.9977], [-1.4817, -0.9094, 3.1509], [2.9134, -1.4122, -3.1212], [0.0772, -4.4983, -2.7692], [-0.6887, -6.7947, -2.9685], [4.4042, -0.1912, 1.7129], [3.3085, 4.2375, -0.1706], [0.0003, 1.2994, -1.2100], [-3.1333, -3.5710, 1.5055], [-3.5763, -5.8587, 1.9148], [0.9522, 6.7228, 1.4577], [2.9649, -2.4722, -4.0224], [0.8009, 3.4668, -2.1569], [-0.4452, -2.6818, 4.1707], [-2.3176, -5.1152, -0.0070], [0.2187, 5.8906, 2.2874], [1.8796, 2.2761, -4.7559], [2.7164, 3.2710, -3.9504], [1.8965, -1.4194, -2.1842], [-1.0057, -2.3447, 5.3976], [-3.7264, -4.5272, 2.3072], [2.3254, 3.2616, -2.4285], [-4.1625, 0.6012, 2.3926], [2.9454, -0.3884, 2.1093], [-1.9903, -3.3633, -2.5404], [-4.8415, -0.2067, 1.4912], [1.4740, 3.9960, 1.5578], [2.2181, 4.8031, 0.7042], [2.6810, 0.0880, 3.5286], [-6.0365, 0.5106, 3.8866], [4.1856, 2.8607, -4.1299], [1.0573, -3.4312, -2.9109], [-1.8568, -1.2546, 5.3755], [-2.8782, -6.1600, 0.7725], [2.5409, 4.6684, -4.5564], [2.0351, -3.4793, -3.9287], [2.2859, 2.2033, -5.7689], [2.7558, 4.6266, -5.6270], [-0.7996, -2.9028, 6.2995], [-8.1872, -0.8563, 4.2855], [-6.6341, -1.3107, 1.0933], [-1.9762, -7.4581, -1.3955], [4.4348, 2.9003, -5.1927], [3.7208, -2.5018, -4.7999], [0.2282, -3.5276, 4.0643], [-2.3720, -0.9361, 6.2805], [-6.5076, 0.7897, 4.8237], [5.0533, -0.7807, 2.3623], [1.0773, -5.9734, -3.8951], [4.8899, 3.5113, -3.6086], [4.3527, 1.8322, -3.8084], [-3.2053, -2.5195, 1.7687], [-2.7493, -7.1919, 0.4791], [-4.2602, -4.2430, 3.2039], [-2.0754, 0.2081, -3.2711], [4.5528, -0.5150, 0.6804], [3.1859, -0.5677, 4.2380], [-4.0004, -6.6596, 2.5114], [0.8378, 2.5781, -4.8308], [0.6157, 1.3427, -0.3251], [3.6004, 1.8966, -1.8135], [-8.2552, -1.6237, 2.8216], [1.6804, 2.9310, 1.6139], [3.6269, -0.6005, -3.1515], [1.6085, 0.0657, 3.7298], [3.4746, 3.1917, 0.0905], [1.9043, 1.2824, -4.3064], [2.0395, -4.2942, -4.6386], [-0.1352, 3.8891, 2.9815], [4.6759, 0.8664, 1.7942], [0.3665, 4.1461, -2.8875], [-4.3659, -0.4797, 0.5565], [1.8192, -0.6044, -1.4757], [4.0887, 4.4611, -2.1430], [4.2316, 4.7729, 0.0719], [3.0355, 1.1152, 3.6610], [3.2161, 5.4016, -4.1116], [0.7431, 7.7840, 1.4330], [0.6985, 3.9389, -1.1825], [2.5292, 6.8161, 0.0208], [-4.1990, 1.5706, 4.2827], [-0.5511, -7.7840, -3.3819], [1.5183, 5.0332, -4.4464], [2.6098, 5.3443, -1.8962], [1.6467, -0.4101, 0.7846]],
  "mulliken_charge": [1.35, -0.27, 1.65, -0.79, -0.66, 0.47, -0.27, -0.88, -0.88, -0.94, 0.06, 0.12, 0.23, -1.36, 0.04, 0.58, 0.88, -0.66, -0.47, 1.69, -0.03, -1.13, -0.19, -0.82, -0.42, -1.20, -0.62, 0.15, -0.22, -0.15, 1.14, -0.12, -1.37, 0.13, -1.65, -2.04, -0.84, -0.67, -0.32, -0.37, -0.95, -0.55, -2.08, -0.36, 0.82, 0.54, -1.86, 1.95, -0.24, -0.90, -1.15, 1.88, -0.78, 2.42, 0.66, -0.62, 0.26, -0.39, -1.75, -0.74, -1.87, 0.64, -0.33, -1.19, -1.90, -1.08, 0.56, 0.50, 0.38, 0.22, 0.28, 0.32, 0.52, 0.39, 0.47, 0.41, 0.27, 0.40, 0.29, 0.37, 0.31, 0.88, 0.23, 0.49, 0.57, 0.33, 0.37, 0.38, 0.31, 0.67, 0.50, 0.23, 0.81, 0.40, 0.22, 0.00, 0.18, 0.30, 0.48, 0.34, 0.07, 0.57, 0.67, 0.41, 0.51, 0.36, 0.34, 0.41, 0.28, 0.40, 0.47, 0.30, 0.33, 0.63, -0.68],
  "max_force_ev_per_a": 2.00,
  "homo_energy_ev": -1.0,
  "charge": -2,
  "homo_lumo_gap_ha": 0.1686,
  "lumo_ev": 3.566
}



The lowest charge belongs to which entry? C46H49ClKN11O6S



What is the formula in the first record? C46H49AlBIN7O2



Number 1 is which compound? C46H49AlBIN7O2



Which value of charge does entry 2 give? -2